{
  "formula": "C5H12NO2",
  "method": "wB97M-V/def2-TZVPD",
  "species": ["C", "N", "C", "O", "C", "C", "C", "O", "H", "H", "H", "H", "H", "H", "H", "H", "H", "H", "H", "H"],
  "coordinates": [[0.075, -0.517, 0.710], [1.438, -0.195, 1.048], [2.337, -1.329, 1.579], [1.643, -2.308, 2.125], [-0.330, -0.127, -0.716], [-0.508, 1.383, -0.918], [-1.974, 1.782, -1.101], [-2.503, 1.194, -2.296], [-0.583, 0.012, 1.404], [-0.036, -1.584, 0.894], [1.868, 0.596, 0.621], [3.010, -0.749, 2.250], [2.966, -1.718, 0.731], [0.465, -0.484, -1.381], [-1.159, -0.797, -0.988], [0.045, 1.948, -0.195], [-0.140, 1.615, -1.927], [-2.070, 2.847, -1.252], [-2.609, 1.474, -0.258], [-2.121, 0.309, -2.362]],
  "nbo_charge": [-0.223, -0.734, 0.168, -0.929, -0.431, -0.437, -0.052, -0.741, 0.138, 0.244, 0.330, 0.056, 0.036, 0.202, 0.180, 0.218, 0.193, 0.164, 0.154, 0.465],
  "orbital_gap_ev": 5.688,
  "smiles": "[O-]CNCCCCO",
  "total_energy_ev": -10963.470,
  "e_homo_ev": -2.2588,
  "max_force_ev_per_a": 2.3,
  "charge": -1,
  "de_lowest_ev": 3.5200
}

=====

{
  "formula": "C23H41NO2P2Tm",
  "method": "wB97M-V/def2-TZVPD",
  "species": ["Tm", "C", "C", "C", "C", "C", "C", "H", "H", "H", "C", "H", "H", "H", "C", "H", "H", "H", "C", "H", "H", "H", "C", "H", "H", "H", "C", "C", "C", "C", "C", "C", "C", "C", "H", "H", "H", "H", "H", "H", "H", "H", "H", "H", "H", "H", "P", "C", "C", "P", "C", "C", "C", "H", "H", "H", "H", "H", "H", "H", "H", "H", "H", "H", "H", "H", "H", "O", "N", "O"],
  "coordinates": [[0.685, 2.311, -1.582], [-0.768, -0.064, 0.034], [-0.652, 0.779, 1.162], [-1.556, 2.039, -0.549], [-1.333, 0.702, -1.030], [-1.127, 2.071, 0.819], [-0.527, -1.520, -0.036], [0.106, -1.867, 0.792], [-0.029, -1.799, -0.975], [-1.480, -2.079, 0.011], [-1.790, 0.155, -2.325], [-2.453, -0.712, -2.171], [-0.941, -0.188, -2.940], [-2.351, 0.913, -2.882], [-1.989, 3.184, -1.411], [-2.783, 2.832, -2.084], [-1.210, 3.664, -2.075], [-2.392, 3.994, -0.789], [-1.241, 3.195, 1.781], [-1.798, 2.875, 2.674], [-1.763, 4.055, 1.349], [-0.258, 3.541, 2.142], [-0.146, 0.428, 2.510], [-0.777, 0.872, 3.291], [0.878, 0.798, 2.676], [-0.135, -0.657, 2.662], [4.739, -2.638, 0.665], [6.017, -2.313, 0.905], [6.652, -0.955, 0.774], [6.000, 0.046, -0.206], [5.031, 0.972, 0.525], [4.174, 0.426, 1.515], [3.204, -0.627, 1.214], [3.641, -1.716, 0.187], [7.680, -1.113, 0.403], [5.513, -0.473, -1.036], [6.755, -0.448, 1.751], [3.889, -1.261, -0.789], [4.423, -3.679, 0.820], [6.729, -3.092, 1.197], [2.756, -2.350, 0.003], [2.958, -1.138, 2.166], [4.025, 0.958, 2.464], [2.243, -0.196, 0.829], [6.794, 0.641, -0.685], [5.516, 1.915, 0.818], [3.889, 1.987, -1.102], [4.190, 1.082, -2.672], [5.397, 3.072, -1.437], [1.502, 3.614, 0.354], [2.798, 3.548, -0.995], [2.445, 3.523, 1.909], [0.919, 5.359, 0.191], [3.921, 0.021, -2.578], [5.253, 1.172, -2.953], [3.558, 1.507, -3.468], [5.300, 3.541, -2.437], [6.325, 2.474, -1.435], [5.479, 3.862, -0.670], [1.799, 6.017, 0.170], [0.272, 5.643, 1.032], [0.349, 5.460, -0.751], [2.390, 3.756, -2.029], [3.397, 4.430, -0.720], [1.796, 3.648, 2.786], [3.168, 4.344, 1.879], [2.985, 2.569, 1.990], [1.790, -0.790, -2.516], [1.278, 0.301, -2.342], [1.437, 1.270, -3.319]],
  "mulliken_spin": [1.984, 0.007, 0.007, -0.005, -0.005, -0.003, -0.001, 0.000, 0.000, 0.000, -0.002, 0.000, 0.000, 0.000, 0.000, 0.000, -0.001, 0.000, 0.001, 0.000, 0.000, 0.001, -0.003, 0.000, 0.001, 0.000, 0.006, -0.008, 0.009, -0.008, -0.106, 0.210, -0.007, 0.000, 0.000, -0.002, 0.003, -0.001, 0.000, 0.000, 0.000, 0.004, -0.018, 0.014, 0.000, -0.002, -0.010, -0.014, -0.001, 0.018, -0.047, -0.010, 0.002, 0.003, -0.002, 0.002, 0.001, 0.000, -0.001, 0.000, 0.000, -0.001, -0.009, -0.003, -0.001, 0.000, 0.001, -0.001, -0.005, 0.002],
  "orbital_gap_ev": [5.811, 5.672],
  "total_energy_ev": -78195.728,
  "e_homo_ev": [-9.6332, -9.4462],
  "max_force_ev_per_a": 4.5,
  "charge": 1,
  "multiplicity": 3,
  "de_lowest_ev": 0.0000
}

=====

{
  "formula": "C18H29N6O6Ti",
  "method": "wB97M-V/def2-TZVPD",
  "species": ["Ti", "N", "C", "C", "O", "N", "C", "C", "O", "O", "H", "H", "H", "H", "H", "H", "N", "C", "C", "C", "O", "O", "H", "H", "H", "H", "H", "H", "C", "C", "N", "C", "C", "N", "C", "C", "H", "H", "H", "H", "H", "H", "H", "H", "H", "H", "H", "H", "O", "N", "C", "C", "C", "C", "C", "H", "H", "H", "H", "H"],
  "coordinates": [[0.834, -1.598, 1.374], [1.773, -3.684, 1.784], [3.237, -3.528, 1.786], [3.593, -2.297, 2.619], [4.597, -2.302, 3.361], [2.700, -1.336, 2.432], [2.676, -0.212, 3.335], [1.220, 0.138, 3.675], [0.979, 1.008, 4.509], [0.327, -0.546, 3.036], [1.454, -4.017, 2.685], [1.472, -4.335, 1.062], [3.540, -3.362, 0.750], [3.781, -4.397, 2.168], [3.125, 0.689, 2.898], [3.221, -0.414, 4.261], [-1.316, -1.301, 0.687], [-1.980, -2.480, 0.105], [-1.235, -2.958, -1.139], [0.213, -3.333, -0.847], [0.588, -4.504, -0.960], [0.979, -2.354, -0.495], [-1.807, -0.982, 1.518], [-1.447, -0.553, -0.028], [-3.014, -2.244, -0.181], [-2.001, -3.276, 0.852], [-1.249, -2.164, -1.887], [-1.743, -3.831, -1.550], [1.220, 2.926, 1.748], [1.021, 4.300, 1.051], [0.099, 4.176, -0.079], [0.656, 3.204, -1.032], [0.871, 1.832, -0.341], [0.441, 1.906, 1.056], [-0.973, 2.276, 1.109], [-1.181, 3.651, 0.418], [0.905, 2.940, 2.793], [2.271, 2.623, 1.731], [1.968, 4.696, 0.670], [0.611, 5.043, 1.743], [1.593, 3.614, -1.423], [-0.044, 3.107, -1.865], [1.920, 1.524, -0.367], [0.272, 1.071, -0.839], [-1.271, 2.301, 2.160], [-1.552, 1.514, 0.593], [-1.602, 4.390, 1.109], [-1.860, 3.550, -0.431], [-1.988, 0.653, -1.418], [-2.244, 0.227, -2.667], [-3.533, 0.280, -3.166], [-3.798, -0.027, -4.467], [-2.766, -0.394, -5.366], [-1.447, -0.383, -4.836], [-1.208, -0.070, -3.533], [-4.277, 0.569, -2.439], [-4.831, 0.016, -4.794], [-2.966, -0.639, -6.398], [-0.595, -0.635, -5.456], [-0.230, -0.064, -3.074]],
  "mulliken_spin": [-0.003, -0.001, 0.000, 0.000, 0.000, 0.000, 0.000, 0.001, 0.000, 0.001, 0.000, 0.000, 0.000, 0.000, 0.000, 0.000, -0.020, 0.008, -0.036, 0.003, -0.001, 0.011, 0.001, 0.007, -0.006, 0.000, 0.008, 0.000, -0.001, 0.002, -0.005, -0.007, 0.000, 0.001, 0.012, -0.005, 0.000, 0.000, 0.000, 0.000, -0.003, 0.012, 0.000, -0.004, 0.001, -0.007, 0.000, 0.007, 0.108, 0.257, 0.128, -0.115, 0.405, -0.046, 0.174, 0.048, -0.005, 0.049, -0.010, 0.031],
  "orbital_gap_ev": [4.245, 4.437],
  "total_energy_ev": -63478.826,
  "e_homo_ev": [0.5711, 0.3776],
  "max_force_ev_per_a": 0.4,
  "charge": -2,
  "multiplicity": 2,
  "de_lowest_ev": 2.1566
}

=====

{
  "formula": "C4H11N3O2",
  "method": "wB97M-V/def2-TZVPD",
  "species": ["C", "C", "N", "N", "N", "H", "H", "H", "H", "H", "H", "H", "H", "C", "C", "O", "O", "H", "H", "H"],
  "coordinates": [[-1.139, -2.173, -1.910], [-0.146, -1.694, 0.208], [-0.980, -0.731, 0.467], [0.070, -2.181, -1.055], [0.783, -2.087, 1.167], [-1.382, -0.428, -0.419], [-1.063, 1.135, 1.313], [0.853, -2.717, -1.412], [0.573, -1.906, 2.134], [1.698, -1.719, 0.981], [-0.923, -2.947, -2.648], [-1.323, -1.193, -2.320], [-2.056, -2.446, -1.310], [0.935, 3.605, 0.563], [0.477, 2.186, 0.763], [-0.746, 2.114, 1.266], [1.319, 1.324, 0.627], [1.764, 3.881, 1.195], [0.112, 4.270, 0.884], [1.177, 3.707, -0.494]],
  "nbo_charge": [-0.418, 0.610, -0.803, -0.634, -0.859, 0.334, 0.534, 0.411, 0.392, 0.391, 0.209, 0.187, 0.206, -0.720, 0.796, -0.701, -0.619, 0.236, 0.217, 0.233],
  "orbital_gap_ev": 9.819,
  "smiles": "[H]/N=C(/N)NC.CC(=O)O",
  "total_energy_ev": -12891.654,
  "e_homo_ev": -9.0266,
  "max_force_ev_per_a": 2.7,
  "charge": 0,
  "de_lowest_ev": 1.1756
}

=====

{
  "formula": "C6H12O",
  "method": "wB97M-V/def2-TZVPD",
  "species": ["C", "C", "O", "C", "C", "C", "C", "H", "H", "H", "H", "H", "H", "H", "H", "H", "H", "H", "H"],
  "coordinates": [[1.673, -0.119, -1.244], [1.183, 0.426, 0.089], [0.908, 1.830, -0.004], [-0.496, 1.611, 0.089], [-0.333, 0.073, 0.437], [-0.765, -0.718, 1.722], [-1.069, -0.777, -0.597], [2.645, 0.301, -1.519], [1.760, -1.209, -1.196], [0.972, 0.139, -2.043], [1.955, 0.275, 0.860], [-0.947, 1.696, -0.914], [-0.967, 2.368, 0.728], [0.083, -1.114, 2.283], [-1.339, -1.621, 1.434], [-1.449, -0.173, 2.374], [-0.721, -1.819, -0.570], [-0.955, -0.366, -1.589], [-2.138, -0.804, -0.340]],
  "nbo_charge": [-0.636, 0.108, -0.540, -0.055, -0.087, -0.607, -0.604, 0.222, 0.210, 0.208, 0.179, 0.160, 0.184, 0.215, 0.206, 0.219, 0.208, 0.199, 0.212],
  "orbital_gap_ev": 10.428,
  "smiles": "C[C@H]1OCC1(C)C",
  "total_energy_ev": -8462.493,
  "e_homo_ev": -9.4710,
  "max_force_ev_per_a": 0.7,
  "charge": 0,
  "de_lowest_ev": 1.8614
}